134
Properties=species:S:1:pos:R:3:mulliken_charge:R:1 method="wB97M-V/def2-TZVPD" energy_ev=-60158.6462 charge=0 smiles="CCCCCCCCCCCOC(=O)NCCN(CC)C(C)=O.CCOCC.CCOCC.CCOCC.CCOCC.CCOCC"
C 7.92143 -3.19835 3.41058 -0.958
C 7.11420 -4.43124 2.98802 -0.527
C 6.78959 -4.52876 1.49387 -0.263
C 5.61149 -3.68668 1.00882 -0.767
C 5.83012 -2.17798 1.02142 -0.057
C 4.67635 -1.39885 0.39934 -0.009
C 4.99567 0.08618 0.14789 -1.189
C 3.97516 1.03669 0.77197 -0.685
C 4.09401 1.12095 2.30831 -0.751
C 2.91230 0.56979 3.11335 -0.582
C 1.57099 1.17180 2.73309 -0.453
O 0.47143 0.39430 3.24432 -0.289
C 0.11977 -0.68244 2.50732 0.275
O 0.69146 -1.00734 1.50564 -0.522
N -1.01612 -1.33949 3.04370 -0.124
C -2.20137 -0.48268 3.12237 -0.813
C -3.55272 -1.22090 2.96244 -0.730
N -3.49813 -2.54328 2.34673 0.210
C -3.55576 -2.59253 0.87028 -0.152
C -2.78150 -1.48999 0.17124 -1.085
C -4.52354 -3.40491 2.85832 0.423
C -5.92135 -2.82871 3.00912 -0.595
O -4.29601 -4.54868 3.12651 -0.574
H 7.28883 -2.34214 3.64452 0.250
H 8.60812 -2.89411 2.61636 0.175
H 8.51720 -3.40511 4.30135 0.365
H 7.67993 -5.32236 3.27143 0.416
H 6.17856 -4.47461 3.55632 0.252
H 7.68533 -4.26660 0.91748 -0.109
H 6.56878 -5.57379 1.26122 0.366
H 4.72613 -3.92516 1.61129 0.215
H 5.36968 -3.98663 -0.01667 0.420
H 5.95452 -1.83580 2.05326 -0.128
H 6.76516 -1.94561 0.49672 0.199
H 3.80654 -1.47606 1.06086 -0.096
H 4.37769 -1.88271 -0.53532 0.553
H 5.98747 0.31213 0.55671 0.412
H 5.05014 0.28025 -0.92564 0.442
H 2.98024 0.67775 0.49329 0.325
H 4.08363 2.03221 0.33715 0.351
H 4.28584 2.15166 2.61771 0.448
H 4.97870 0.55250 2.61112 0.382
H 2.86421 -0.51663 3.00476 0.373
H 3.07741 0.77348 4.17461 0.274
H 1.44721 2.15294 3.19266 0.297
H 1.44757 1.27719 1.65740 0.293
H -0.77950 -1.73401 3.94577 0.330
H -2.10580 0.28214 2.35046 0.275
H -2.24446 0.05189 4.07724 0.498
H -3.96570 -1.36747 3.96325 0.590
H -4.24079 -0.53491 2.44364 0.121
H -3.14772 -3.55788 0.56799 0.282
H -4.60547 -2.56782 0.53223 0.226
H -1.75541 -1.45587 0.53063 0.088
H -3.24547 -0.50799 0.28191 0.264
H -2.74278 -1.71285 -0.89596 0.483
H -6.02730 -1.84906 2.54727 -0.114
H -6.15415 -2.73466 4.07124 0.349
H -6.63911 -3.51863 2.56981 0.350
C 11.72100 -3.33176 -1.61818 -1.248
C 10.71546 -3.64231 -0.52284 -0.180
O 9.96963 -4.82692 -0.74025 -0.394
C 10.71780 -6.02734 -0.82125 -0.333
C 11.51365 -6.34655 0.43273 -1.035
H 11.22895 -3.30176 -2.59118 0.310
H 12.17745 -2.35877 -1.43130 0.406
H 12.52378 -4.06886 -1.66148 0.289
H 9.96512 -2.85219 -0.47332 0.265
H 11.21499 -3.67252 0.45271 0.348
H 11.37746 -6.01453 -1.69676 0.315
H 9.97141 -6.80296 -0.99399 0.334
H 12.31324 -5.62587 0.60853 0.272
H 11.97396 -7.33061 0.33428 0.397
H 10.86094 -6.35577 1.30687 0.248
C -0.75412 3.83693 1.46766 -0.977
C 0.19824 4.96498 1.82448 -0.512
O 1.30776 5.07885 0.95107 -0.465
C 0.99924 5.32696 -0.41073 -0.083
C 0.24589 6.62187 -0.65387 -1.115
H -0.20450 2.89859 1.38335 0.169
H -1.50953 3.72945 2.24766 0.410
H -1.27404 4.01183 0.52513 0.392
H 0.64220 4.77901 2.80359 0.398
H -0.34505 5.91437 1.89449 0.355
H 0.45386 4.48053 -0.84391 0.273
H 1.96998 5.36694 -0.90676 0.170
H -0.75468 6.60487 -0.21941 0.346
H 0.13966 6.79130 -1.72668 0.385
H 0.79006 7.46444 -0.22429 0.278
C -7.82254 -1.29084 0.20723 -0.828
C -8.26930 -0.15515 1.11222 -0.488
O -7.92885 1.13513 0.63730 -0.471
C -8.43145 1.46502 -0.64918 -0.434
C -9.94016 1.36162 -0.76713 -0.635
H -6.75149 -1.22138 0.00524 0.183
H -8.02144 -2.24782 0.69242 0.361
H -8.35116 -1.28854 -0.74708 0.265
H -7.77230 -0.22843 2.08103 0.428
H -9.34670 -0.22944 1.29968 0.304
H -7.95502 0.84069 -1.41454 0.283
H -8.10084 2.48954 -0.82081 0.377
H -10.28823 0.33490 -0.66134 -0.007
H -10.25620 1.70147 -1.75480 0.358
H -10.43260 1.97928 -0.01420 0.302
C 2.46844 7.92737 -6.70403 -1.032
C 1.86007 8.42963 -5.40609 -0.347
O 1.69497 7.42682 -4.41795 -0.386
C 2.88146 6.78511 -3.98490 -0.160
C 3.89812 7.71828 -3.34970 -1.127
H 1.88985 7.09163 -7.09960 0.293
H 2.46672 8.72954 -7.44325 0.386
H 3.50108 7.60061 -6.57624 0.269
H 0.85197 8.80238 -5.58836 0.331
H 2.44662 9.26756 -5.01202 0.306
H 3.34115 6.22025 -4.80391 0.301
H 2.54543 6.05562 -3.24671 0.147
H 4.30988 8.43011 -4.06624 0.345
H 4.72922 7.13667 -2.94873 0.395
H 3.44224 8.27943 -2.53262 0.272
C -11.00995 -3.79488 -2.45756 -1.125
C -11.66325 -2.70849 -1.62132 -0.403
O -11.43214 -1.39329 -2.09829 -0.317
C -11.90768 -1.11218 -3.40380 -0.329
C -13.40964 -1.26986 -3.56332 -1.144
H -9.94024 -3.60722 -2.56104 0.296
H -11.14511 -4.76210 -1.97182 0.399
H -11.44463 -3.86451 -3.45535 0.284
H -11.24229 -2.71209 -0.61496 0.346
H -12.73756 -2.89982 -1.52056 0.361
H -11.38037 -1.72161 -4.14661 0.314
H -11.62244 -0.07451 -3.58048 0.323
H -13.72909 -2.30696 -3.45459 0.269
H -13.70884 -0.93661 -4.55789 0.401
H -13.93822 -0.66766 -2.82325 0.312